<1>
ORCA calculation (the ωB97M-V functional and the def2-TZVPD basis) on the ion C5H14N2 with charge -1.

XYZ file:
```
21
C5H14N2, DFT the ωB97M-V functional and the def2-TZVPD basis
N -1.7984 -0.8981 0.4262
N 1.7107 -0.8565 0.9685
C 2.0241 1.3964 -0.2354
C -2.3067 0.4623 0.7063
C 0.2079 -0.1401 -0.9386
C 1.0615 0.2325 0.2761
C -0.8223 -1.1901 -0.6734
H -3.0972 0.3416 1.4591
H -2.5833 -1.5063 0.2437
H 2.2587 1.1300 -1.2673
H 0.7405 -0.5857 -1.8120
H 2.1972 -0.5330 1.7847
H -2.9401 0.6506 -0.1668
H -0.3375 -2.1204 -0.3807
H 1.3625 2.2851 -0.2226
H 0.3306 0.7485 0.8901
H -0.0803 0.8459 -1.3356
H -1.3742 -1.3738 -1.6069
H 2.1724 -1.5156 0.3611
H -1.6269 1.2054 1.0969
H 2.9008 1.4214 0.4265
```

charge: -1
2S+1: 2
orbital gap (spin up / spin down): 2.64 / 8.58 eV

Mulliken population analysis, charges in e, atoms 1 to 4:
1. N 0.250
2. N -0.736
3. C -1.950
4. C -2.896

=====

<2>
ORCA calculation (the ωB97M-V functional and the def2-TZVPD basis) on the ion C5H14N2 with charge -1.

XYZ file:
```
21
C5H14N2, DFT the ωB97M-V functional and the def2-TZVPD basis
N 1.8730 0.7640 1.5680
N 0.1728 0.4672 -0.7051
C -1.5043 -0.8379 0.6676
C -0.3732 0.1855 0.6160
C 0.8401 -0.6617 -1.3508
C -0.8322 1.0337 -1.5966
C 0.7387 -0.1688 1.6035
H 0.2990 -0.1302 2.5941
H 0.2062 -1.5475 -1.4634
H -1.6321 -1.2657 1.6755
H 1.0717 -1.1808 1.3876
H 1.5900 1.6088 1.0890
H -0.8140 1.1300 0.9426
H -0.3155 1.5019 -2.4387
H 2.6223 0.3572 1.0174
H -1.4612 -1.6742 -0.0161
H -1.5421 0.2817 -1.9680
H 1.7009 -0.9728 -0.7571
H 1.2290 -0.3176 -2.3066
H -2.4932 -0.4003 0.5163
H -1.3759 1.8275 -1.0753
```

charge: -1
2S+1: 2
orbital gap (spin up / spin down): 2.70 / 9.14 eV

Mulliken population analysis, charges in e, atoms 1 to 4:
1. N -0.850
2. N 1.051
3. C -2.294
4. C 0.796

=====

<3>
ORCA calculation (the ωB97M-V functional and the def2-TZVPD basis) on the ion C5H14N2 with charge -1.

XYZ file:
```
21
C5H14N2, DFT the ωB97M-V functional and the def2-TZVPD basis
N 2.2784 -1.8395 -0.0141
N 1.1061 0.0114 2.0136
C -1.3079 1.0317 -1.8395
C -1.0331 0.1889 0.5529
C 0.5076 -0.0565 0.6232
C -1.3784 1.4028 -0.3711
C 0.8829 -1.3534 -0.0616
H -1.3817 1.8964 -2.5204
H 0.8546 -0.9135 2.3571
H -0.3731 0.5178 -2.0524
H -1.4164 -0.8254 0.3973
H -2.1670 0.4622 -2.1901
H -0.5729 2.1109 -0.1961
H 2.7554 -1.1531 0.5755
H 0.6239 0.7353 2.5289
H 0.9253 0.8232 0.1359
H -1.4288 0.4246 1.5402
H 0.4369 -1.3565 -1.0696
H 2.7274 -1.6598 -0.9134
H -2.3581 1.6817 0.0199
H 0.3191 -2.1293 0.4836
```

charge: -1
2S+1: 2
orbital gap (spin up / spin down): 2.71 / 10.10 eV

Mulliken population analysis, charges in e, atoms 1 to 4:
1. N -0.385
2. N -0.690
3. C -2.748
4. C -1.013

=====

Name the most stable of them. <2>.

=====

<1>
ORCA calculation (the ωB97M-V functional and the def2-TZVPD basis) on the ion CH7N2Si with charge +1.

XYZ file:
```
11
CH7N2Si, DFT the ωB97M-V functional and the def2-TZVPD basis
Si 2.1097 0.0175 -0.0456
N 0.1624 -0.2225 0.3550
N -2.0497 -0.0757 -0.0327
C -0.7996 0.2314 -0.3667
H 2.2643 -1.4668 -0.0688
H -2.2049 -0.6058 0.7961
H -2.9096 0.3869 -0.4734
H -0.6353 0.5232 -1.3462
H 1.8346 0.7218 -1.2199
H 2.3190 0.9657 1.1595
H -0.0908 -0.4756 1.2427
```

charge: +1
2S+1: 1
orbital gap: 11.16 eV
SMILES: N/C=[NH+]/[SiH3]

Mulliken population analysis, charges in e, atoms 1 to 4:
1. Si 0.383
2. N -0.364
3. N -0.345
4. C 0.245

=====

<2>
ORCA calculation (the ωB97M-V functional and the def2-TZVPD basis) on the ion CH7N2Si with charge +1.

XYZ file:
```
11
CH7N2Si, DFT the ωB97M-V functional and the def2-TZVPD basis
Si 1.5936 0.1776 -0.0107
N 0.1102 -0.9095 0.1814
N -1.6651 0.6217 -0.1846
C -1.2502 -0.6260 0.0529
H 1.1627 1.5470 0.0168
H 0.3258 -1.8399 0.4776
H 2.2711 -0.6064 0.9040
H -0.8719 1.2694 -0.2557
H -2.6283 0.9073 -0.2117
H 2.1133 0.3443 -1.3939
H -2.1016 -1.3571 0.0010
```

charge: +1
2S+1: 1
orbital gap: 11.12 eV
SMILES: [NH2+]=CN[SiH3]

Mulliken population analysis, charges in e, atoms 1 to 4:
1. Si 0.345
2. N -0.281
3. N -0.216
4. C 0.287

=====

Name the most stable of them. <2>.

=====

<1>
ORCA calculation (the ωB97M-V functional and the def2-TZVPD basis) on a cluster of 2 separate species, C11H15N in total.

XYZ file:
```
27
C11H15N, DFT the ωB97M-V functional and the def2-TZVPD basis
N -1.3403 1.0736 1.1906
C -0.7243 -0.5195 -4.0649
C -1.0036 -1.2815 1.9577
C 0.8561 -2.3229 0.9271
C 0.6501 0.1241 0.7763
C -0.6422 -0.1036 1.2712
C 0.7460 1.4832 0.3223
C 1.3350 -1.0908 0.5842
C -0.4767 2.0321 0.6683
C 1.8803 2.1832 -0.2908
C -0.3163 -2.4520 1.7083
C -0.7666 0.3245 -2.8057
H -0.8998 2.9748 0.3584
H -1.9192 -1.3120 2.5488
H -2.1530 1.3041 1.7299
H 1.8036 3.2598 -0.2828
H 1.8099 1.9675 -1.3729
H 2.8411 1.9765 0.1887
H 0.2062 0.4082 -2.3243
H -0.9078 0.1218 -4.9326
H 2.3578 -1.0867 0.1759
H 1.4037 -3.2285 0.7486
H 0.2575 -1.0279 -4.1570
H -1.3939 -0.1623 -2.0499
H -1.0788 1.3316 -3.0487
H -1.4963 -1.2742 -4.1459
H -0.5888 -3.4585 2.0201
```

2S+1: 1
orbital gap: 8.83 eV
SMILES: Cc1c[nH]c2ccccc12.CC

Mulliken population analysis, charges in e, atoms 1 to 4:
1. N -0.115
2. C -0.954
3. C -0.804
4. C -0.673

=====

<2>
ORCA calculation (the ωB97M-V functional and the def2-TZVPD basis) on a cluster of 2 separate species, C11H15N in total.

XYZ file:
```
27
C11H15N, DFT the ωB97M-V functional and the def2-TZVPD basis
N 1.3642 1.5368 2.2523
C -0.2344 1.7242 0.6807
C -1.1054 2.4320 -0.3228
C 0.3122 2.3088 1.7808
C 0.2111 -0.6254 -0.3202
C 0.5181 0.4950 0.4669
C 1.4596 0.3971 1.4936
C 2.4142 -0.6273 1.5710
C -3.1069 -2.5591 -3.3882
C 1.1287 -1.6616 -0.2011
C 2.2228 -1.6638 0.6764
C -3.0779 -1.1869 -2.7462
H 2.8905 -2.5133 0.7481
H 3.0414 -0.5448 2.4526
H -2.1311 -2.9511 -3.6665
H -4.0974 -0.8387 -2.5932
H -2.1238 2.1196 -0.0604
H -0.9973 2.0478 -1.3357
H 0.1087 3.1639 2.3610
H 1.2738 -2.2860 -1.0828
H 1.8149 1.5961 3.1473
H -2.6021 -1.0969 -1.7708
H -0.5195 -0.6938 -1.1095
H -3.6256 -3.3077 -2.7897
H -3.6679 -2.4544 -4.3195
H -0.9311 3.4992 -0.4142
H -2.5254 -0.4541 -3.3374
```

2S+1: 1
orbital gap: 8.79 eV
SMILES: Cc1c[nH]c2ccccc12.CC

Mulliken population analysis, charges in e, atoms 1 to 4:
1. N -0.077
2. C 0.595
3. C -1.272
4. C -0.715

=====

Name the most stable of them. <1>.